1.
C48H40BF4O30 | wB97M-V/def2-TZVPD

Properties
Electronic energy: -4534.05829 a.u.
Net charge: -1
Frontier orbital gap: 6.39 eV

Element x y z (Å)
1 B 0.47965 0.66641 0.09932
2 F 0.99611 -0.59431 -0.03723
3 F -0.00278 1.02045 -1.19846
4 F -0.55272 0.79879 1.03294
5 F 1.47936 1.59139 0.35548
6 C -3.57855 -3.50646 5.10584
7 C -3.11489 -3.85623 6.49373
8 C -1.87955 -3.27442 7.06696
9 O -1.47244 -3.53116 8.13163
10 C -1.08830 -2.34410 6.09511
11 C -1.75350 -1.89223 4.78352
12 C -3.04190 -2.44451 4.28319
13 O -3.50804 -2.12706 3.20660
14 O -1.23191 -0.89901 4.05321
15 O -3.60638 -4.85550 7.21795
16 H -4.58277 -3.84679 4.66760
17 H -0.06911 -1.66017 6.41347
18 H -1.65246 -0.41939 3.36254
19 H -3.48683 -4.74743 8.28524
20 C -2.31402 4.91527 -1.68636
21 C -0.94810 4.45641 -1.32324
22 C 0.16623 4.37645 -2.23581
23 O 1.29415 4.07847 -1.86487
24 C -0.11231 4.87152 -3.65006
25 C -1.55054 5.34359 -4.01952
26 C -2.58035 5.35026 -3.12830
27 O -3.71081 5.62223 -3.41572
28 O -1.80903 5.88083 -5.22260
29 O -0.62462 4.09110 -0.00824
30 H -3.03847 4.94253 -1.04199
31 H 0.71029 5.13250 -4.34418
32 H -1.25180 5.68522 -5.89178
33 H 0.16155 3.76281 0.06326
34 C -2.38375 -6.32653 2.59837
35 C -3.61021 -6.00433 1.57732
36 C -3.58621 -4.78947 0.83248
37 O -4.49721 -4.38829 0.16937
38 C -2.44086 -3.94223 0.90330
39 C -1.13515 -4.40394 1.73950
40 C -1.24101 -5.49251 2.68617
41 O -0.27304 -5.79597 3.30855
42 O -0.07977 -3.48883 1.97292
43 O -4.71239 -6.87022 1.61624
44 H -2.29116 -7.19220 2.98034
45 H -2.40053 -3.00962 0.48885
46 H -0.10259 -2.73306 1.59738
47 H -5.42434 -6.56386 1.01288
48 C 6.41045 0.80471 -0.80410
49 C 5.09029 1.44151 -0.80209
50 C 4.87795 2.87737 -0.76503
51 O 3.76407 3.34163 -0.71673
52 C 6.07102 3.81568 -0.78364
53 C 7.42811 3.16738 -0.85734
54 C 7.50883 1.75704 -0.76286
55 O 8.62719 1.20070 -0.69267
56 O 8.54514 3.88886 -1.15281
57 O 3.91410 0.70470 -0.82178
58 H 6.62664 -0.15605 -0.77102
59 H 5.82796 4.86758 -0.82892
60 H 8.41223 4.75516 -1.13917
61 H 3.18129 1.25126 -0.36119
62 C -5.08346 2.95883 0.25720
63 C -3.91666 2.34859 0.79063
64 C -3.87530 2.08163 2.20711
65 O -2.92518 1.53157 2.83683
66 C -5.01893 2.52785 3.07398
67 C -6.24228 3.18102 2.42863
68 C -6.29828 3.33666 0.97814
69 O -7.30561 3.80302 0.46861
70 O -7.33813 3.52745 3.16229
71 O -2.87270 1.86958 0.04290
72 H -5.01879 3.15698 -0.89922
73 H -4.56518 2.41752 4.16037
74 H -7.03879 3.78283 3.96911
75 H -2.24291 1.51835 0.60492
76 C -2.14892 2.58250 -6.53895
77 C -3.36407 2.83481 -5.76985
78 C -3.52743 2.38169 -4.38202
79 O -4.57586 2.51621 -3.77774
80 C -2.42982 1.68243 -3.81781
81 C -1.05653 1.57902 -4.56432
82 C -0.94773 1.87873 -5.96664
83 O 0.08572 1.65910 -6.61421
84 O 0.14927 1.65335 -4.00730
85 O -4.37593 3.40900 -6.41118
86 H -2.17561 3.11560 -7.59808
87 H -2.47143 1.67912 -2.68055
88 H 0.16102 1.62693 -3.04263
89 H -5.09653 3.33646 -5.72483
90 C 4.39986 0.97668 4.00899
91 C 3.89266 -0.08230 3.03788
92 C 4.84645 -0.82623 2.26001
93 O 4.58912 -1.83171 1.66541
94 C 6.29217 -0.36299 2.16729
95 C 6.71842 0.75348 3.17048
96 C 5.78268 1.42011 3.92558
97 O 6.10299 2.48805 4.57334
98 O 8.10022 0.94646 3.26574
99 O 2.58135 -0.38849 3.11349
100 H 3.79830 1.56495 4.70113
101 H 6.92143 -1.07552 1.56051
102 H 8.55585 0.34368 2.78183
103 H 2.49409 -0.72394 2.33798
104 C -0.98178 -1.90283 -2.85642
105 C -0.47661 -2.85401 -3.97685
106 O -1.01450 -3.88854 -4.07845
107 C 0.67704 -2.22367 -4.85823
108 H -1.69602 -2.37307 -2.20325
109 H -1.07757 -0.75676 -2.92803
110 H -0.12577 -1.87903 -2.07295
111 H 1.60584 -1.84833 -4.26778
112 H 0.28976 -1.63239 -5.71113
113 H 1.33254 -3.06886 -5.40326
114 C 2.95282 -3.48883 -1.06571
115 C 2.39712 -4.67741 -1.71415
116 O 2.44760 -4.80416 -2.95781
117 C 1.61032 -5.72271 -0.90064
118 H 3.46751 -2.82581 -1.82452
119 H 3.61783 -3.77819 -0.42783
120 H 2.19945 -2.81160 -0.46030
121 H 0.65547 -5.38545 -0.78240
122 H 2.07626 -5.93803 0.20388
123 H 1.65093 -6.62330 -1.34279

Mulliken population analysis, charges in e, atoms 1 to 99: number 1, B, carries 0.32; number 2, F, carries -0.17; number 3, F, carries -0.19; number 4, F, carries -0.47; number 5, F, carries -0.60; number 6, C, carries -0.70; number 7, C, carries 0.06; number 8, C, carries 0.87; number 9, O, carries -0.54; number 10, C, carries -0.78; number 11, C, carries 0.47; number 12, C, carries 1.04; number 13, O, carries -0.58; number 14, O, carries -0.29; number 15, O, carries -0.56; number 16, H, carries 0.32; number 17, H, carries 0.19; number 18, H, carries 0.17; number 19, H, carries 0.40; number 20, C, carries -1.46; number 21, C, carries 0.31; number 22, C, carries 0.70; number 23, O, carries -0.46; number 24, C, carries -0.55; number 25, C, carries 0.40; number 26, C, carries 0.49; number 27, O, carries -0.57; number 28, O, carries -0.46; number 29, O, carries -0.57; number 30, H, carries 1.14; number 31, H, carries 0.33; number 32, H, carries 0.37; number 33, H, carries 0.20; number 34, C, carries -1.14; number 35, C, carries 0.01; number 36, C, carries 0.72; number 37, O, carries -0.61; number 38, C, carries -0.92; number 39, C, carries 0.51; number 40, C, carries 0.40; number 41, O, carries -0.56; number 42, O, carries -0.37; number 43, O, carries -0.54; number 44, H, carries 0.82; number 45, H, carries 1.11; number 46, H, carries 0.16; number 47, H, carries 0.35; number 48, C, carries -0.96; number 49, C, carries 0.11; number 50, C, carries 0.84; number 51, O, carries -0.49; number 52, C, carries -0.75; number 53, C, carries 0.37; number 54, C, carries 0.64; number 55, O, carries -0.67; number 56, O, carries -0.42; number 57, O, carries -0.23; number 58, H, carries 0.85; number 59, H, carries 0.38; number 60, H, carries 0.30; number 61, H, carries 0.10; number 62, C, carries -0.28; number 63, C, carries 0.14; number 64, C, carries 0.95; number 65, O, carries -0.65; number 66, C, carries -0.50; number 67, C, carries 0.41; number 68, C, carries 0.19; number 69, O, carries -0.57; number 70, O, carries -0.46; number 71, O, carries 0.26; number 72, H, carries 0.29; number 73, H, carries 0.18; number 74, H, carries 0.30; number 75, H, carries -0.05; number 76, C, carries -0.83; number 77, C, carries 0.42; number 78, C, carries 0.64; number 79, O, carries -0.70; number 80, C, carries -0.19; number 81, C, carries 0.76; number 82, C, carries 0.24; number 83, O, carries -0.61; number 84, O, carries -0.32; number 85, O, carries -0.60; number 86, H, carries 0.27; number 87, H, carries 0.30; number 88, H, carries 0.37; number 89, H, carries 0.37; number 90, C, carries -0.85; number 91, C, carries 0.36; number 92, C, carries 0.68; number 93, O, carries -0.59; number 94, C, carries -0.42; number 95, C, carries 0.45; number 96, C, carries 0.56; number 97, O, carries -0.61; number 98, O, carries -0.50; number 99, O, carries -0.16

2.
C48H40Br4N2O3P2PtS | wB97M-V/def2-TZVPD

Properties
Electronic energy: -13684.68795 a.u.
Frontier orbital gap: 6.21 eV

Element x y z (Å)
1 Pt 0.81124 -0.39983 0.30833
2 Br 3.48156 -6.77193 -1.27010
3 C 3.23727 -5.03968 -0.55893
4 C 4.27606 -4.40412 0.12147
5 Br 5.90940 -5.29949 0.43624
6 C 4.08117 -3.10650 0.59002
7 Br 5.45043 -2.12748 1.46012
8 C 2.86436 -2.44326 0.44823
9 O 2.67771 -1.20999 0.87433
10 C 1.78172 -3.11577 -0.17417
11 O 0.63786 -2.51067 -0.26348
12 C 2.01445 -4.38629 -0.70606
13 Br 0.55500 -5.17915 -1.60809
14 C -1.03200 5.33752 2.40734
15 C -1.13491 5.23948 0.86962
16 C -1.66087 6.56262 0.31478
17 C 0.25769 4.90774 0.33482
18 C 1.20828 5.84750 -0.04038
19 C 2.48773 5.46095 -0.42473
20 C 2.84171 4.12156 -0.45018
21 C 1.91315 3.15528 -0.08392
22 P 2.30771 1.36171 -0.00469
23 C 3.27952 1.07992 -1.49662
24 C 2.76330 1.55737 -2.70382
25 C 3.39560 1.25693 -3.89662
26 C 4.54198 0.47137 -3.88977
27 C 5.04399 -0.02372 -2.69494
28 C 4.40568 0.26098 -1.49743
29 C 3.43633 1.40498 1.42162
30 C 4.76752 1.79497 1.32284
31 C 5.56189 1.83739 2.45851
32 C 5.02735 1.50407 3.69332
33 C 3.69583 1.12827 3.79903
34 C 2.90188 1.07688 2.66612
35 C 0.65207 3.57664 0.30916
36 O -0.20417 2.58047 0.64092
37 C -1.52407 2.79925 0.44458
38 C -2.26717 1.66903 0.13012
39 C -3.64178 1.81137 -0.01552
40 C -4.22141 3.06468 0.10184
41 C -3.43758 4.18449 0.35432
42 C -2.06447 4.07597 0.52851
43 P -1.39624 0.06611 -0.10312
44 C -1.67857 -0.30000 -1.86169
45 C -2.06889 0.66009 -2.79047
46 C -2.05970 0.35555 -4.14480
47 C -1.66043 -0.89894 -4.57944
48 C -1.29546 -1.87078 -3.65438
49 C -1.29683 -1.57071 -2.30321
50 C -2.48226 -1.05546 0.81723
51 C -3.61514 -1.64040 0.26302
52 C -4.41588 -2.46013 1.04318
53 C -4.07607 -2.71583 2.36438
54 C -2.93793 -2.14623 2.91500
55 C -2.14436 -1.31408 2.14465
56 H -0.37141 6.16106 2.68410
57 H -0.62614 4.41535 2.82575
58 H -2.01673 5.51466 2.84334
59 H -0.99809 7.38223 0.58878
60 H -2.63589 6.79484 0.74056
61 H -1.74707 6.52714 -0.77199
62 H 0.96161 6.90035 -0.03015
63 H 3.21398 6.21453 -0.69853
64 H 3.83462 3.82460 -0.76356
65 H 1.86148 2.15941 -2.69133
66 H 2.99897 1.62813 -4.83243
67 H 5.04208 0.23980 -4.82119
68 H 5.93786 -0.63328 -2.69871
69 H 4.77563 -0.15424 -0.56700
70 H 5.19231 2.05199 0.36089
71 H 6.59996 2.13237 2.37671
72 H 5.65341 1.53163 4.57589
73 H 3.28303 0.86687 4.76443
74 H 1.86997 0.75286 2.72408
75 H -4.25503 0.94802 -0.23748
76 H -5.29183 3.17553 -0.00796
77 H -3.91238 5.15390 0.41852
78 H -2.36445 1.64788 -2.45792
79 H -2.35425 1.10720 -4.86628
80 H -1.61063 -1.11516 -5.63892
81 H -0.98427 -2.85289 -3.98702
82 H -0.94897 -2.30177 -1.58051
83 H -3.85666 -1.46703 -0.77956
84 H -5.30829 -2.90219 0.61775
85 H -4.69939 -3.37274 2.95705
86 H -2.66317 -2.35856 3.93920
87 H -1.24329 -0.87243 2.55582
88 C -3.90070 -4.87919 -0.91934
89 N -2.69947 -4.72531 -0.11965
90 C -2.41791 -5.10180 1.14156
91 S -0.98505 -4.56557 1.83656
92 N -3.24882 -5.88654 1.86635
93 C -4.42361 -6.63078 1.44336
94 H -3.73413 -4.36016 -1.86050
95 H -4.76542 -4.41675 -0.43854
96 H -4.12784 -5.92157 -1.13947
97 H -1.94269 -4.19598 -0.52449
98 H -2.83563 -6.14053 2.74690
99 H -5.21953 -5.96698 1.10934
100 H -4.79262 -7.18713 2.30105
101 H -4.19479 -7.34243 0.64747

Mulliken population analysis, charges in e, atoms 1 to 99: number 1, Pt, carries 1.81; number 2, Br, carries -0.21; number 3, C, carries 0.26; number 4, C, carries 0.04; number 5, Br, carries -0.21; number 6, C, carries 0.20; number 7, Br, carries -0.14; number 8, C, carries -0.05; number 9, O, carries -1.05; number 10, C, carries -0.34; number 11, O, carries -0.21; number 12, C, carries -0.03; number 13, Br, carries -0.09; number 14, C, carries -1.72; number 15, C, carries 2.12; number 16, C, carries -2.29; number 17, C, carries 0.28; number 18, C, carries 0.01; number 19, C, carries -1.37; number 20, C, carries -0.28; number 21, C, carries 0.66; number 22, P, carries 0.86; number 23, C, carries 0.38; number 24, C, carries -0.69; number 25, C, carries -0.69; number 26, C, carries -0.62; number 27, C, carries -0.92; number 28, C, carries -0.11; number 29, C, carries 0.77; number 30, C, carries -0.34; number 31, C, carries -0.83; number 32, C, carries -0.63; number 33, C, carries -0.66; number 34, C, carries -0.34; number 35, C, carries -0.71; number 36, O, carries -0.13; number 37, C, carries -0.83; number 38, C, carries 0.14; number 39, C, carries -0.19; number 40, C, carries -1.50; number 41, C, carries 0.01; number 42, C, carries 0.65; number 43, P, carries 1.64; number 44, C, carries 0.73; number 45, C, carries -1.04; number 46, C, carries -0.75; number 47, C, carries -0.78; number 48, C, carries -0.85; number 49, C, carries 0.11; number 50, C, carries 1.15; number 51, C, carries -0.28; number 52, C, carries -1.21; number 53, C, carries -0.44; number 54, C, carries -0.92; number 55, C, carries -0.71; number 56, H, carries 0.39; number 57, H, carries 0.42; number 58, H, carries 0.39; number 59, H, carries 0.53; number 60, H, carries 0.52; number 61, H, carries 0.40; number 62, H, carries 0.30; number 63, H, carries 0.43; number 64, H, carries 0.44; number 65, H, carries 0.37; number 66, H, carries 0.45; number 67, H, carries 0.40; number 68, H, carries 0.48; number 69, H, carries 0.15; number 70, H, carries 0.30; number 71, H, carries 0.43; number 72, H, carries 0.39; number 73, H, carries 0.44; number 74, H, carries 0.17; number 75, H, carries 0.50; number 76, H, carries 0.42; number 77, H, carries 0.31; number 78, H, carries 0.35; number 79, H, carries 0.44; number 80, H, carries 0.41; number 81, H, carries 0.50; number 82, H, carries -0.33; number 83, H, carries 0.53; number 84, H, carries 0.74; number 85, H, carries 0.39; number 86, H, carries 0.40; number 87, H, carries 0.27; number 88, C, carries -1.07; number 89, N, carries 0.28; number 90, C, carries 0.58; number 91, S, carries -0.48; number 92, N, carries -0.09; number 93, C, carries -0.97; number 94, H, carries 0.27; number 95, H, carries 0.29; number 96, H, carries 0.39; number 97, H, carries -0.31; number 98, H, carries 0.27; number 99, H, carries 0.28

- Among the records above, which one has the lowest electronic energy?
  C48H40Br4N2O3P2PtS

- Among the records above, which one has the lowest electronic energy?
  C48H40Br4N2O3P2PtS

- frontier orbital gap of number 1 (C48H40BF4O30)?
  6.39 eV